Density functional theory data (the ωB97M-V functional and the def2-TZVPD basis) for 2 unconnected molecules or ions with the total composition C2H7NS at a distorted geometry.

```
11
C2H7NS (the ωB97M-V functional and the def2-TZVPD basis)
C 0.890 -0.678 0.167
C -1.994 0.827 -0.316
N 2.212 -0.871 0.642
S -0.317 1.160 -1.005
H 0.184 -0.506 1.026
H 2.604 -0.336 1.327
H 0.662 -1.169 -0.768
H -2.441 1.810 -0.045
H -2.031 0.147 0.546
H -2.493 0.461 -1.289
H 2.723 -0.845 -0.287
```

The calculation puts the relative energy (zero: lowest compared OMol25 entry of this formula, charge and spin) at 94.1 kJ/mol. The value obtained for the lowest unoccupied orbital energy (alpha / beta) is 0.932 / -1.727 eV. The value obtained for the molar mass is 77.2 g/mol. The charge is 0. As for the expectation value of S²: 2.007. The multiplicity is 3. The value obtained for the total energy is -14508.2591 eV.


Density functional theory data (the ωB97M-V functional and the def2-TZVPD basis) for a molecular structure, C27H35AsAuN4O7 at a distorted geometry.

```
75
C27H35AsAuN4O7 (the ωB97M-V functional and the def2-TZVPD basis)
O 1.723 4.873 -4.022
H 1.347 3.965 -3.494
Au 0.270 0.437 -0.121
N -1.706 -0.192 -0.529
N -0.495 2.034 0.612
N 0.851 -1.615 -0.345
N 2.256 0.495 0.733
O -2.249 -1.320 -0.770
O 0.028 -2.645 -0.475
O 2.400 1.516 1.666
O 0.195 2.875 1.315
C -1.829 2.053 0.426
C -2.447 0.850 -0.020
C 1.929 -1.886 0.446
C 2.636 -0.778 1.052
C -3.888 0.550 0.202
H -4.097 0.463 1.295
H -4.111 -0.407 -0.307
H -4.480 1.378 -0.234
C -2.542 3.250 0.892
H -1.983 4.179 0.791
H -2.792 3.138 1.950
H -3.452 3.378 0.307
C 2.346 -3.313 0.545
C 3.809 -0.876 1.988
H 2.264 -3.746 -0.448
H 1.865 -3.988 1.242
H 3.400 -3.373 0.817
H 4.338 0.079 1.935
H 4.462 -1.690 1.659
H 3.558 -1.061 3.039
H -0.840 -2.419 -0.810
H 1.377 1.992 1.615
C 0.158 0.816 -1.959
H -0.720 1.503 -2.317
H 0.926 1.689 -2.189
H 0.635 0.320 -2.819
O -1.602 -3.276 -2.900
H -0.730 -3.086 -3.150
H -1.883 -2.320 -2.598
O -0.237 0.078 2.342
As -0.997 -0.855 3.514
C -1.213 -2.568 2.640
C -0.271 -3.570 2.880
C -0.407 -4.804 2.236
C -1.495 -5.041 1.394
C -2.436 -4.037 1.161
C -2.291 -2.790 1.779
C 0.186 -0.906 5.044
C -0.259 -1.428 6.268
C 0.628 -1.517 7.347
C 1.952 -1.084 7.200
C 2.380 -0.525 5.989
C 1.484 -0.404 4.915
C -2.646 0.074 3.888
C -2.629 1.473 3.899
C -3.826 2.172 4.101
C -5.016 1.468 4.314
C -5.018 0.071 4.333
C -3.829 -0.635 4.122
H 0.544 -3.379 3.585
H 0.338 -5.582 2.409
H -1.606 -6.010 0.906
H -3.296 -4.202 0.511
H -3.047 -2.012 1.643
H -1.293 -1.762 6.372
H 0.286 -1.925 8.301
H 2.651 -1.174 8.034
H 3.410 -0.177 5.874
H 1.783 0.081 3.981
H -1.683 2.001 3.741
H -3.823 3.265 4.095
H -5.947 2.019 4.464
H -5.947 -0.477 4.506
H -3.812 -1.726 4.133
```

The value obtained for the lowest unoccupied orbital energy (alpha / beta) is -4.718 / -4.695 eV. The value obtained for the molar mass is 799.5 g/mol. The charge is +1. As for the expectation value of S²: 2.279. The multiplicity is 3. The value obtained for the total energy is -113367.9388 eV.


Density functional theory data (the ωB97M-V functional and the def2-TZVPD basis) for a molecular structure, C58H137InN9O21 at a distorted geometry.

```
226
C58H137InN9O21 (the ωB97M-V functional and the def2-TZVPD basis)
In 3.093 -2.325 -0.342
C -1.040 0.529 -1.245
C 0.076 -0.256 -0.782
C -0.002 -0.735 0.732
O 0.954 -1.338 1.242
C -1.190 -0.410 1.533
C -2.210 0.271 1.020
C -2.133 0.828 -0.451
O -3.038 1.579 -0.983
O -3.256 0.354 1.746
O 1.089 -0.548 -1.431
H -1.013 0.814 -2.287
H -1.199 -0.893 2.498
C 5.721 1.278 -2.764
C 4.893 0.437 -1.818
C 3.773 1.292 -1.148
O 3.576 0.637 0.130
C 2.742 1.412 1.036
N 4.285 -0.650 -2.477
H 6.644 0.781 -3.065
H 5.964 2.270 -2.382
H 5.117 1.510 -3.642
H 5.572 -0.031 -1.105
H 2.800 1.235 -1.637
H 4.047 2.344 -1.074
H 3.380 2.182 1.469
H 2.408 0.826 1.892
H 1.864 1.887 0.597
H 3.721 -0.241 -3.209
H 5.021 -1.088 -3.012
C -2.560 -2.291 -5.193
C -3.610 -1.411 -4.544
C -3.535 -1.538 -2.981
O -3.930 -2.839 -2.542
C -3.921 -2.949 -1.096
N -3.303 -0.046 -4.851
H -2.717 -2.492 -6.252
H -2.711 -3.226 -4.653
H -1.525 -2.038 -4.962
H -4.622 -1.605 -4.899
H -4.340 -0.870 -2.673
H -2.619 -1.246 -2.466
H -4.308 -3.891 -0.708
H -4.603 -2.228 -0.645
H -2.927 -2.729 -0.707
H -4.102 0.548 -4.682
H -2.604 0.316 -4.219
C 2.296 2.968 -3.931
C 1.890 1.837 -4.883
C 2.772 1.795 -6.122
O 2.549 3.006 -6.861
C 3.732 3.390 -7.576
N 2.074 0.619 -4.128
H 3.325 2.955 -3.571
H 1.613 3.031 -3.084
H 2.185 3.938 -4.416
H 0.850 1.916 -5.201
H 2.630 0.882 -6.699
H 3.766 1.647 -5.700
H 4.192 2.648 -8.228
H 4.484 3.654 -6.832
H 3.429 4.211 -8.227
H 1.859 -0.167 -4.725
H 1.449 0.473 -3.348
C -6.026 2.868 -5.092
C -5.529 2.729 -3.648
O -4.163 2.543 -3.767
H -7.113 2.938 -5.147
H -5.724 2.038 -5.730
H -5.693 3.765 -5.615
H -6.012 1.901 -3.129
H -5.743 3.641 -3.091
H -3.851 2.251 -2.908
C -5.253 4.181 3.885
C -5.613 2.876 3.112
O -4.928 1.798 3.630
H -4.199 4.456 3.846
H -5.539 4.146 4.936
H -5.801 4.995 3.410
H -5.496 3.069 2.046
H -6.690 2.721 3.180
H -4.479 1.414 2.874
C -0.977 4.091 -3.233
O -0.317 5.305 -3.387
C -0.557 6.307 -2.347
C 0.291 7.579 -2.426
N -0.079 8.349 -3.601
C 0.721 9.590 -3.650
C 0.244 10.536 -2.529
O 1.113 10.331 -1.422
C 0.585 11.213 -0.322
H -2.047 4.175 -3.425
H -0.756 3.588 -2.292
H -0.530 3.454 -3.996
H -0.201 5.891 -1.405
H -1.603 6.598 -2.261
H 1.333 7.380 -2.674
H 0.364 8.016 -1.430
H -0.086 7.737 -4.404
H 0.368 10.005 -4.594
H 1.799 9.437 -3.701
H -0.806 10.461 -2.247
H 0.461 11.557 -2.844
H -0.262 10.903 0.290
H 0.370 12.216 -0.689
H 1.437 11.414 0.327
C 4.476 -5.199 6.230
O 4.089 -3.872 6.245
C 5.097 -2.867 6.167
C 4.586 -1.414 6.304
N 3.627 -1.139 5.231
C 2.758 -0.045 5.560
C 1.626 -0.409 6.507
O 1.020 -1.671 6.148
C 0.127 -1.719 5.037
H 5.012 -5.498 5.329
H 3.584 -5.802 6.399
H 5.078 -5.433 7.108
H 5.581 -3.027 5.203
H 5.899 -3.082 6.874
H 5.338 -0.626 6.340
H 3.991 -1.364 7.216
H 2.973 -1.909 5.229
H 2.218 0.118 4.627
H 3.155 0.943 5.794
H 0.914 0.409 6.400
H 1.976 -0.432 7.539
H 0.608 -1.293 4.156
H -0.791 -1.195 5.303
H -0.124 -2.752 4.796
C 1.269 -8.953 -2.011
O 1.958 -7.668 -1.811
C 3.388 -7.827 -1.750
C 3.949 -6.404 -1.603
N 3.285 -5.602 -0.521
C 3.905 -6.079 0.722
C 3.292 -5.505 1.981
O 3.083 -4.065 1.960
C 2.712 -3.562 3.246
H 0.192 -8.781 -2.002
H 1.609 -9.544 -1.161
H 1.536 -9.476 -2.929
H 3.803 -8.275 -2.652
H 3.627 -8.441 -0.882
H 3.620 -5.884 -2.503
H 5.030 -6.357 -1.472
H 2.338 -5.938 -0.626
H 4.994 -6.109 0.706
H 3.810 -7.160 0.823
H 3.956 -5.687 2.826
H 2.291 -5.924 2.086
H 3.589 -3.642 3.888
H 1.834 -4.082 3.630
H 2.364 -2.529 3.265
C -1.374 3.788 1.062
O -1.106 4.279 2.373
C -1.455 3.349 3.502
C -0.426 2.229 3.661
N 0.702 2.546 4.500
C 1.481 3.687 3.948
C 2.767 3.925 4.726
O 2.410 4.362 6.064
C 3.456 4.558 7.005
H -2.452 3.714 0.918
H -0.876 2.850 0.817
H -1.050 4.494 0.298
H -2.407 2.909 3.204
H -1.650 3.948 4.392
H -0.068 1.908 2.683
H -0.939 1.407 4.161
H 0.368 2.849 5.404
H 0.896 4.584 4.154
H 1.612 3.757 2.868
H 3.504 4.647 4.374
H 3.240 2.949 4.838
H 4.315 5.066 6.566
H 3.785 3.596 7.397
H 3.051 5.115 7.849
C 0.897 -1.396 -7.032
O 1.424 -1.693 -5.766
C 1.931 -3.009 -5.598
C 2.584 -3.132 -4.215
N 1.650 -2.918 -3.073
C 0.712 -4.059 -2.887
C -0.231 -3.940 -1.696
O 0.525 -4.071 -0.451
C -0.391 -4.207 0.687
H 0.500 -0.385 -7.123
H 0.042 -2.028 -7.273
H 1.605 -1.684 -7.810
H 2.655 -3.066 -6.410
H 1.132 -3.741 -5.721
H 3.378 -2.390 -4.136
H 3.128 -4.063 -4.060
H 1.052 -2.139 -3.309
H 1.229 -5.013 -2.789
H 0.119 -4.201 -3.790
H -0.996 -4.717 -1.723
H -0.801 -3.012 -1.723
H -0.988 -3.323 0.909
H 0.133 -4.590 1.563
H -1.144 -4.956 0.442
C -3.655 -2.119 5.533
O -3.317 -3.413 4.996
C -2.855 -3.362 3.614
C -3.927 -2.739 2.640
N -5.183 -3.496 2.605
C -6.290 -2.782 1.949
C -7.492 -3.705 1.936
O -7.916 -3.905 3.296
C -8.868 -4.881 3.525
H -3.914 -2.256 6.582
H -4.492 -1.706 4.971
H -2.794 -1.451 5.552
H -2.580 -4.370 3.306
H -1.946 -2.772 3.493
H -3.464 -2.634 1.658
H -4.274 -1.737 2.893
H -5.414 -3.549 3.587
H -6.137 -2.471 0.916
H -6.512 -1.830 2.433
H -7.204 -4.665 1.508
H -8.408 -3.326 1.483
H -9.796 -4.626 3.013
H -9.074 -5.032 4.584
H -8.500 -5.864 3.233
```

The calculation puts the relative energy (zero: lowest compared OMol25 entry of this formula, charge and spin) at 67.2 kJ/mol. The value obtained for the lowest unoccupied orbital energy is -7.539 eV. The value obtained for the molar mass is 1411.6 g/mol. The charge is +1. The value obtained for the total energy is -123926.2969 eV.